Entry 1:
C4H11NO2 | ωB97M-V with the def2-TZVPD basis set

XYZ file:
```
18
Properties=species:S:1:pos:R:3:mulliken_charge:R:1
O 0.28 -4.14 -3.17 -0.643
O -0.19 -1.86 -0.50 -0.590
N -0.81 0.05 -1.46 -0.424
C -0.41 0.06 0.98 -0.503
C 0.35 1.39 0.84 -0.348
C 0.76 2.05 2.16 -1.183
C -0.52 -0.69 -0.35 0.441
H -0.62 -3.79 -3.25 0.313
H -0.02 -0.63 1.71 0.359
H -1.46 0.24 1.22 0.286
H 0.12 2.92 2.31 0.318
H 0.65 -3.67 -2.43 0.335
H 1.15 1.18 0.11 0.443
H 1.81 2.33 2.17 0.288
H 0.57 1.48 3.07 0.337
H -0.45 -0.11 -2.39 0.225
H -0.95 1.05 -1.33 0.213
H -0.26 2.13 0.31 0.134
```

**SMILES**: CCCC(N)=O.O
**Frontier orbital gap**: 10.62 eV
**LUMO energy**: 0.0247 Eh
**Spin multiplicity**: 1
**Energy relative to the best compared isomer or geometry (same formula, charge and spin)**: 0.559 eV
**Net charge**: 0

Entry 2:
C33H97N15O12 | ωB97M-V with the def2-TZVPD basis set

XYZ file:
```
157
Properties=species:S:1:pos:R:3:mulliken_charge:R:1
O 5.42 2.68 -0.55 -0.422
O 0.35 0.33 4.45 -0.529
O -3.58 -0.59 -4.20 -0.165
O -2.91 -3.85 0.09 -0.705
O 0.21 -1.01 -1.34 0.868
O -1.13 -3.27 -4.50 -0.609
O 7.27 -3.35 -5.77 -0.358
O -2.07 6.31 3.33 -0.375
O -1.15 3.80 -0.59 -0.105
O 0.09 -5.36 4.97 -0.740
O -6.11 -2.92 7.32 -0.328
O 5.16 -1.02 3.38 -0.677
N -0.51 5.90 -2.38 -0.757
N -3.86 -3.90 -1.93 -0.287
N 3.97 -3.43 -3.76 -0.582
N 0.75 -1.50 2.35 -0.263
N -5.93 -2.55 4.52 -0.737
N -6.18 -1.65 -4.11 -0.683
N -0.05 -3.28 4.40 -0.091
N 1.04 -3.02 -3.99 -0.091
N -1.88 -3.11 -1.62 0.025
N 0.76 -4.65 2.97 -0.323
N 0.52 -3.75 -5.94 -0.416
N 3.94 0.85 3.34 -0.241
N 6.00 0.75 4.23 -0.363
N -4.34 4.49 3.40 -0.828
N 7.21 0.63 -0.36 -0.655
C 5.03 0.11 3.66 0.578
C -4.83 -3.08 5.18 0.645
C 5.01 -2.82 -4.54 0.550
C 6.98 -3.13 -7.18 -0.695
C -3.04 4.14 2.89 0.740
C -6.03 -2.93 8.76 -0.671
C -4.81 -2.67 6.68 -0.830
C 0.75 -0.93 -0.06 -1.385
C -2.95 -3.59 -1.06 0.710
C -0.11 1.67 4.21 -0.814
C -0.54 2.50 -0.25 -0.782
C 6.99 1.48 0.80 1.122
C -3.58 -2.72 4.50 -1.323
C -2.30 5.40 2.28 -0.326
C -6.92 -0.20 -5.87 -1.512
C -1.82 5.22 -2.37 0.599
C -2.33 5.44 -3.78 -1.748
C 6.21 -3.79 -4.97 -0.891
C 4.11 2.65 -0.06 -0.095
C -0.03 -1.49 1.10 1.221
C 6.41 2.85 0.39 -1.025
C 1.05 -0.47 -2.32 -1.252
C -1.18 7.39 2.97 -0.788
C -3.40 3.00 1.96 -0.970
C 0.04 -3.34 -4.79 0.557
C 8.29 1.63 1.53 -1.544
C -1.59 3.81 -1.90 -0.692
C -5.69 -0.83 -5.20 0.545
C 0.35 -4.48 4.19 0.533
C -4.55 0.11 -4.82 -0.796
C -1.34 -0.88 1.42 -0.812
C -2.51 0.28 -3.66 -0.667
C 5.61 -1.68 -3.56 -1.794
H -5.10 -3.47 8.96 0.308
H -4.93 0.89 -4.16 0.348
H -1.46 4.98 1.73 0.174
H 4.04 2.10 0.88 -0.050
H -4.10 3.30 1.18 0.432
H 0.03 0.13 5.33 0.278
H 6.26 -1.05 -4.16 0.405
H 1.47 -4.08 -5.99 0.131
H -1.12 -2.70 -1.11 0.017
H -1.24 1.73 -0.58 0.560
H -6.44 -1.02 -3.37 0.289
H -0.45 2.35 0.82 -0.361
H 5.94 1.69 4.60 0.183
H -2.79 -3.17 5.10 0.150
H 2.01 -0.99 -2.27 0.445
H -3.54 2.02 2.41 0.529
H -4.12 5.20 4.09 0.261
H -5.93 -2.87 3.56 0.263
H -2.46 6.46 -4.15 0.460
H -4.69 -4.45 -1.75 0.228
H 6.73 0.10 4.49 0.251
H 1.03 0.08 0.24 0.180
H -6.73 -2.98 4.97 0.286
H 6.16 -2.13 -2.73 0.429
H 0.65 -0.62 -3.32 0.293
H -3.33 5.03 -3.91 0.368
H -2.31 1.15 -4.30 0.433
H -4.11 0.60 -5.69 0.417
H 1.57 -1.64 -0.15 0.560
H -0.54 6.08 -1.39 0.261
H 0.41 2.32 -0.76 0.668
H -0.22 7.20 2.48 0.294
H -1.71 8.12 2.35 0.314
H -2.93 5.87 1.53 0.299
H 4.49 -4.20 -3.36 0.277
H -0.96 7.86 3.93 0.290
H -1.30 0.17 1.71 0.017
H 0.89 -5.64 2.83 0.180
H 8.27 2.35 2.34 0.367
H -1.62 -0.36 -3.64 -0.074
H -2.51 2.70 1.40 -0.350
H -1.96 -1.31 2.20 -0.106
H 1.30 0.57 -2.09 -0.073
H 7.58 -2.26 -7.43 0.256
H 0.64 -0.64 2.87 -0.184
H 4.06 -2.78 -3.00 0.081
H -1.95 -0.96 0.52 0.218
H -0.81 3.39 -2.54 0.373
H -2.41 3.15 -2.17 0.298
H -5.43 -1.59 -5.94 0.245
H -4.08 -3.27 7.22 0.435
H 5.99 3.26 1.31 0.412
H 1.72 -1.64 2.09 0.304
H 3.65 3.63 0.11 0.345
H 7.17 -4.09 -7.67 0.278
H -7.38 0.55 -5.22 0.349
H 0.16 -2.61 3.67 0.214
H 3.10 0.29 3.25 0.019
H -4.81 -4.17 5.13 0.152
H 6.63 1.17 -0.99 0.270
H 6.83 -4.18 -4.17 0.399
H -0.61 6.78 -2.88 0.262
H 0.83 -2.78 -3.04 -0.040
H 3.91 1.85 3.51 0.175
H 1.05 -3.91 2.35 0.259
H -1.10 1.89 4.62 0.330
H -3.32 -1.66 4.58 0.283
H -7.62 -0.95 -6.23 0.370
H -2.04 -2.88 -2.59 -0.055
H -6.84 -3.50 9.21 0.243
H 3.48 2.08 -0.73 0.086
H -4.45 -1.65 6.77 0.367
H -3.32 -3.16 3.53 0.433
H -0.31 -2.98 5.33 0.188
H 4.84 -1.09 -3.07 0.495
H 5.93 -2.87 -7.33 0.301
H -5.94 -1.88 9.02 0.263
H 5.80 -4.69 -5.43 0.470
H 4.54 -2.19 -5.30 0.229
H 1.96 -3.35 -4.24 0.357
H -3.67 -3.63 -2.89 0.071
H 8.12 0.67 -0.78 0.251
H -1.69 5.02 -4.56 0.402
H -0.07 -3.82 -6.76 0.239
H 7.19 3.41 -0.12 0.391
H -2.42 5.75 -1.63 0.160
H 0.03 1.98 3.18 0.195
H 8.58 0.71 2.04 0.383
H 9.18 1.78 0.93 0.426
H -5.27 -1.96 -3.80 0.155
H 6.18 0.98 1.32 -0.186
H -4.87 3.69 3.69 0.246
H -2.59 0.73 -2.67 0.286
H -0.38 -2.51 0.98 -0.025
H -6.59 0.34 -6.76 0.367
H 0.59 2.20 4.85 0.463
H -2.65 3.75 3.83 0.114
```

**SMILES**: COC[C@H](C)N.COC[C@H](C)N.COC[C@H](C)N.COC[C@H](C)N.COC[C@H](C)N.COC[C@H](C)N.COC[C@H](C)N.NC(N)=O.NC(N)=O.NC(N)=O.NC(N)=O.CO
**Frontier orbital gap**: 8.70 eV
**LUMO energy**: -0.0001 Eh
**Spin multiplicity**: 1
**Net charge**: 0

Entry 3:
C4H10NOS | ωB97M-V with the def2-TZVPD basis set

XYZ file:
```
17
Properties=species:S:1:pos:R:3:mulliken_charge:R:1
S -2.12 -1.62 0.06 -0.089
O -2.15 0.88 -0.10 -0.261
N 1.46 -0.57 1.36 -0.161
C 1.44 -1.14 -0.99 -1.030
C -1.67 2.21 -0.12 -0.592
C -1.33 -0.12 0.04 0.259
C 1.28 -0.20 0.12 -0.051
H -1.71 2.59 -1.14 0.275
H 2.51 -1.25 -1.19 0.376
H -2.34 2.80 0.50 0.268
H 1.27 0.86 -0.09 0.449
H 0.98 -0.77 -1.90 0.311
H -1.00 -2.34 0.21 0.073
H 1.05 -2.13 -0.76 0.351
H -0.65 2.27 0.27 0.253
H 1.54 -1.54 1.61 0.291
H 1.44 0.09 2.13 0.277
```

**Frontier orbital gap (alpha / beta)**: 5.43 / 7.55 eV
**LUMO energy (alpha / beta)**: -0.1705 / -0.2219 Eh
**Spin multiplicity**: 3
**Energy relative to the best compared isomer or geometry (same formula, charge and spin)**: 0.598 eV
**Net charge**: +1
**⟨S²⟩**: 2.007

Entry 4:
C13H25BrN2O6PS | ωB97M-V with the def2-TZVPD basis set

XYZ file:
```
49
Properties=species:S:1:pos:R:3:mulliken_charge:R:1
Br 0.16 -2.06 -3.78 -0.104
S -0.26 2.07 1.60 -0.028
P -1.47 -3.34 0.13 0.754
O 2.32 -3.11 -2.19 -0.541
O -0.34 -4.04 -1.05 -0.454
O -3.75 2.59 2.25 -0.508
O -3.03 -3.01 -0.57 -0.498
O -1.71 -4.52 1.20 -0.707
O -0.08 -0.25 -0.95 -0.154
N 0.04 3.16 -3.22 -0.655
N 0.16 0.40 1.27 0.160
C -0.70 -1.89 1.11 -0.547
C -3.22 0.20 1.45 -0.225
C 2.74 1.13 1.37 -0.496
C 4.09 0.16 1.60 -0.953
C 1.31 0.30 -0.95 0.945
C -4.28 1.47 1.45 -0.556
C 0.82 2.03 -3.05 0.011
C 1.71 -1.94 -2.52 0.304
C -2.29 0.22 0.08 -0.380
C -0.78 -0.43 0.37 -0.315
C 1.57 0.20 0.69 -0.758
C 1.53 1.82 -1.59 -1.024
C 2.36 -0.58 -1.88 -0.262
H -1.29 -1.79 2.13 0.403
H 2.79 0.05 -2.80 0.448
H 4.88 0.77 2.26 0.381
H -3.55 3.39 1.68 0.318
H 0.11 -0.08 2.22 0.701
H 2.02 -0.89 0.78 0.333
H 0.52 -4.09 -0.51 0.332
H 0.40 -2.23 1.40 0.287
H -5.26 1.07 1.99 0.264
H 3.26 -0.89 -1.18 0.040
H 3.77 -0.80 2.24 0.265
H 4.49 -0.14 0.55 0.229
H -2.89 -0.41 -0.73 0.368
H 0.99 1.28 -3.96 0.260
H 0.04 3.72 -2.33 0.281
H -2.48 0.39 2.37 0.227
H 2.70 1.96 -1.75 0.362
H -2.94 -3.02 -1.57 0.357
H 1.21 2.65 -0.82 0.357
H -4.57 1.75 0.35 0.310
H -2.22 1.31 -0.38 0.312
H -3.74 -0.82 1.66 0.330
H -0.63 2.66 0.36 0.187
H 2.99 2.11 0.77 0.288
H 2.45 1.49 2.46 0.352
```

**SMILES**: [H]/N=C\C[C@]1(CC(=O)Br)O[C@@](CCCO)(CP(=O)(O)O)[N@H+](S)[C@@H]1CC
**Frontier orbital gap**: 9.02 eV
**LUMO energy**: -0.1384 Eh
**Spin multiplicity**: 1
**Net charge**: +1

Entry 5:
C5H12O3Pr | ωB97M-V with the def2-TZVPD basis set

XYZ file:
```
21
Properties=species:S:1:pos:R:3:mulliken_charge:R:1
Pr 0.90 1.62 -0.09 1.665
O 0.85 -0.61 0.51 -0.310
O 2.68 1.24 -0.11 -0.321
O -1.24 0.68 -0.37 -0.418
C -1.50 -0.58 0.25 -0.454
C 3.13 0.05 0.45 -0.474
C -0.25 -1.42 0.12 -0.539
C -2.40 1.49 -0.54 -1.127
C 2.16 -1.10 0.18 -0.470
H -1.76 -0.41 1.30 0.401
H -2.91 1.10 -1.43 0.389
H -0.10 -1.75 -0.93 0.367
H -2.22 2.45 -0.04 0.486
H 2.38 -1.99 0.78 0.374
H -0.32 -2.30 0.77 0.355
H -2.34 -1.08 -0.25 0.428
H 3.25 0.15 1.55 0.364
H 2.17 -1.37 -0.89 0.389
H -3.33 1.17 0.28 0.385
H 4.11 -0.25 0.04 0.354
H -3.27 2.89 -1.57 0.155
```

**Frontier orbital gap (alpha / beta)**: 7.75 / 10.71 eV
**LUMO energy (alpha / beta)**: -0.3115 / -0.3083 Eh
**Spin multiplicity**: 4
**Energy relative to the best compared isomer or geometry (same formula, charge and spin)**: 2.378 eV
**Net charge**: +2
**⟨S²⟩**: 3.755

What did the first record say?
C4H11NO2 | ωB97M-V with the def2-TZVPD basis set

XYZ file:
```
18
Properties=species:S:1:pos:R:3:mulliken_charge:R:1
O 0.28 -4.14 -3.17 -0.643
O -0.19 -1.86 -0.50 -0.590
N -0.81 0.05 -1.46 -0.424
C -0.41 0.06 0.98 -0.503
C 0.35 1.39 0.84 -0.348
C 0.76 2.05 2.16 -1.183
C -0.52 -0.69 -0.35 0.441
H -0.62 -3.79 -3.25 0.313
H -0.02 -0.63 1.71 0.359
H -1.46 0.24 1.22 0.286
H 0.12 2.92 2.31 0.318
H 0.65 -3.67 -2.43 0.335
H 1.15 1.18 0.11 0.443
H 1.81 2.33 2.17 0.288
H 0.57 1.48 3.07 0.337
H -0.45 -0.11 -2.39 0.225
H -0.95 1.05 -1.33 0.213
H -0.26 2.13 0.31 0.134
```

**SMILES**: CCCC(N)=O.O
**Frontier orbital gap**: 10.62 eV
**LUMO energy**: 0.0247 Eh
**Spin multiplicity**: 1
**Energy relative to the best compared isomer or geometry (same formula, charge and spin)**: 0.559 eV
**Net charge**: 0